No. 1
The following is a DFT calculation (wB97M-V/def2-TZVPD) of a 10-piece molecular cluster, C80H92N6O11 overall.

```
189
Properties=species:S:1:pos:R:3
O -8.222 1.219 -1.286
O -0.034 -0.845 1.673
O -6.287 6.592 1.525
O -0.681 8.128 -3.922
O 2.568 -9.076 3.953
O -0.275 -3.572 -7.723
O -0.358 -3.355 -2.236
O 2.507 -4.559 0.953
O 0.596 5.659 3.839
O 2.756 10.400 4.571
O -3.294 2.144 -1.477
N -1.135 9.253 -1.921
N 4.471 1.044 4.255
N 3.108 1.296 -1.495
N -4.111 -7.367 -3.998
N -5.609 7.622 -0.210
N -6.431 1.918 -2.291
C 0.189 -4.629 -4.173
C 1.197 2.827 -2.317
C 0.707 -5.744 -3.451
C -2.614 1.367 -0.800
C 2.207 6.014 6.122
C -1.539 0.084 -5.854
C 3.069 6.225 7.206
C 5.167 2.358 -0.582
C 0.084 -4.505 4.308
C 3.851 1.625 5.448
C -3.373 -2.848 -0.192
C -2.187 -2.247 0.338
C -5.180 -9.517 -3.319
C 2.060 9.418 4.554
C -4.381 -6.022 -4.435
C -0.613 4.018 0.937
C -0.335 -3.391 -3.491
C 0.362 7.958 3.313
C 0.130 -5.664 5.164
C 0.998 6.774 4.038
C -0.785 -2.228 -4.361
C -0.672 1.301 0.812
C 0.906 9.232 3.513
C -1.221 -1.050 -3.721
C -4.252 -2.084 -0.921
C 0.551 -5.906 -6.278
C -2.875 -0.065 -0.531
C -1.059 -1.013 -6.466
C 4.161 -0.366 4.019
C -6.733 2.390 0.159
C -0.774 -0.184 0.860
C 2.752 -1.092 -0.440
C 2.382 8.300 5.381
C 3.484 -0.168 -1.535
C -0.488 10.139 1.853
C -2.883 -8.034 -4.270
C 0.458 10.276 2.786
C 1.607 -6.832 3.602
C -0.248 -3.538 -6.460
C 3.728 3.134 5.329
C -1.172 8.914 1.678
C -4.225 5.902 0.659
C 2.477 -5.565 1.550
C 0.801 -4.506 3.129
C -7.164 1.804 -1.194
C 0.845 -6.780 4.806
C -1.657 2.012 0.105
C 1.627 -5.651 2.805
C 1.717 1.429 -1.852
C -0.702 -2.235 -5.767
C -4.034 -0.679 -1.041
C 0.210 -4.742 -5.596
C -1.945 -0.873 0.220
C 3.718 7.449 7.270
C 3.682 2.031 -0.288
C -4.582 -5.229 -3.141
C -5.450 6.688 0.684
C -2.763 -8.664 -5.620
C -0.707 7.830 2.404
C -0.306 6.955 -1.830
C 3.236 -6.782 1.234
C 1.074 -6.905 -4.176
C 3.316 -7.917 2.035
C 2.478 -8.022 3.290
C 2.713 -0.469 3.526
C -1.553 0.116 -4.458
C 3.321 8.472 6.422
C 1.020 -7.024 -5.573
C 5.962 1.318 4.154
C 4.575 -7.980 -0.534
C -5.361 -8.198 -4.054
C -1.584 3.409 0.148
C 3.771 -6.876 -0.090
C 0.271 1.940 1.602
C 0.343 3.366 1.626
C 1.899 7.016 5.148
C -0.798 8.160 -2.666
C 4.541 -9.108 0.257
C 6.399 1.626 2.661
C 4.048 -9.060 1.588
H -1.946 -7.481 -4.212
H -3.650 6.148 -0.234
H -6.749 1.616 -3.201
H -1.821 -9.194 -5.480
H -0.415 -5.709 6.096
H 4.516 7.516 7.995
H -6.458 8.161 -0.118
H -6.658 1.481 0.755
H 2.313 -1.441 3.237
H 4.542 -0.143 -1.273
H -1.851 0.905 -6.482
H 5.101 -7.981 -1.477
H 5.743 2.442 2.359
H 2.051 -0.067 4.293
H 2.903 1.166 5.727
H -6.300 -7.763 -3.714
H 6.614 0.478 4.395
H -1.978 8.731 0.982
H -5.252 -5.913 -5.081
H 2.714 0.182 2.652
H 3.262 -0.612 -2.506
H -7.448 3.044 0.660
H -3.548 -5.546 -4.951
H 3.118 -2.112 -0.559
H -1.160 -1.062 -7.540
H -3.765 -5.400 -2.441
H -4.524 -4.141 -3.168
H -0.637 5.097 0.887
H -5.083 -2.600 -1.378
H 3.459 1.487 0.629
H -4.998 7.681 -1.012
H -1.265 9.330 -0.922
H 1.206 3.657 -1.611
H 3.228 5.431 7.920
H 7.427 1.984 2.599
H 3.721 9.471 6.519
H -1.505 -2.781 0.984
H -3.702 -9.169 -5.842
H 1.470 0.811 -2.715
H 1.665 5.092 5.976
H -5.796 2.939 0.062
H 3.589 -6.081 -0.797
H 0.998 -7.510 5.587
H -0.667 10.891 1.099
H -4.609 -0.142 -1.781
H -1.052 6.834 2.165
H 3.372 3.570 6.263
H 3.093 2.949 -0.279
H -2.240 4.060 -0.411
H -0.702 5.940 -1.857
H 1.881 3.061 -3.133
H 4.398 1.298 6.332
H -1.404 9.944 -2.607
H -4.411 -10.107 -3.819
H 0.988 1.125 -1.101
H 4.616 3.654 4.971
H 1.703 -1.213 -0.710
H 5.348 3.338 -0.139
H 0.566 -6.007 -7.354
H -2.745 -8.759 -3.468
H 0.245 2.854 -2.848
H -6.112 -10.027 -3.076
H 0.863 1.243 2.176
H -1.290 -0.957 -2.647
H -0.221 7.259 -0.787
H -2.474 -7.960 -6.401
H 4.879 -0.715 3.277
H 4.129 -9.908 2.252
H -1.878 1.096 -4.139
H 3.078 3.413 4.500
H -3.667 6.188 1.551
H 0.727 6.889 -2.172
H -5.424 -8.271 -5.140
H 3.046 -0.767 0.558
H 0.891 11.254 2.936
H 6.319 2.135 4.782
H -0.529 -3.698 4.680
H 6.223 0.765 2.015
H 5.438 2.396 -1.637
H -5.459 -5.611 -2.618
H -4.706 -9.336 -2.354
H -5.530 2.374 -2.296
H 0.810 -3.563 2.603
H 0.743 -5.622 -2.378
H -4.310 4.836 0.869
H 1.418 -7.739 -3.582
H 5.092 -9.933 -0.170
H -3.586 -3.907 -0.179
H 4.455 -1.011 4.848
H 1.091 3.890 2.202
H 5.865 1.815 0.055
H 1.156 -7.944 -6.123
```

Properties
HOMO energy   -7.776 eV
E_LUMO   -1.434 eV
Structure (SMILES)   O=C1c2ccccc2C(=O)c2ccccc21.O=C1c2ccccc2C(=O)c2ccccc21.O=C1c2ccccc2C(=O)c2ccccc21.O=C1c2ccccc2C(=O)c2ccccc21.CCN(CC)CC.CCN(CC)CC.CCN(CC)CC.CC(N)=O.CC(N)=O.CC(N)=O
HOMO-LUMO gap   6.3415 eV

No. 2
The following is a DFT calculation (wB97M-V/def2-TZVPD) of C33H40N7RuSSi as an isolated structure.

```
83
Properties=species:S:1:pos:R:3
Ru 0.280 0.427 0.780
S 0.314 -2.733 -0.391
Si 1.239 -0.827 2.912
N 0.887 2.245 1.716
N -0.411 -1.344 0.100
N -0.130 1.417 -3.591
N 0.772 1.250 -1.342
N -1.676 1.465 1.230
N 1.244 3.151 -2.756
N 2.237 1.040 -3.275
C -0.393 0.963 -2.250
C 2.448 2.492 -3.280
C 2.142 2.668 1.868
C -0.753 -4.038 0.192
C -1.334 -6.351 0.117
C 1.616 -2.599 2.578
C -0.039 -3.158 -4.875
C -0.130 3.045 2.154
C 0.109 4.262 2.798
C -0.998 5.048 3.266
C -0.561 -5.302 -0.354
C -2.267 4.634 3.074
C -2.276 -6.133 1.115
C -0.333 -0.504 3.842
C -1.131 -2.879 -2.749
C 0.125 -2.868 -2.147
C -4.038 1.783 1.432
C -2.448 -4.866 1.655
C 0.997 2.733 -1.396
C 2.725 0.067 3.549
C 2.463 3.879 2.473
C -2.541 3.406 2.382
C 1.447 4.671 2.953
C -2.918 1.069 0.997
C 1.296 -3.011 -2.883
C 1.206 -3.163 -4.261
C -1.482 2.620 1.921
C -1.205 -3.012 -4.123
C 1.989 0.593 -1.926
C 0.082 2.868 -3.604
C -1.677 -3.804 1.201
C -3.850 2.951 2.125
C 1.066 0.740 -4.106
H -0.557 -0.115 -2.257
H -2.169 -3.030 -4.612
H -1.200 -7.340 -0.298
H 0.740 -3.193 2.318
H 2.009 -2.999 3.521
H 2.633 2.837 -4.295
H 2.923 2.010 1.510
H -1.207 -0.963 3.380
H -1.796 -2.822 1.640
H -0.791 5.979 3.775
H -0.209 -0.966 4.830
H -5.028 1.408 1.214
H -0.108 -3.286 -5.947
H 0.279 3.209 -4.619
H -0.520 0.558 4.005
H 1.254 1.069 -5.127
H 2.847 0.831 -1.293
H -4.697 3.531 2.472
H 3.095 -0.533 4.388
H -1.272 1.471 -1.847
H -0.797 3.383 -3.218
H 2.103 -3.299 -4.848
H 0.891 -0.337 -4.108
H 1.823 -0.485 -1.925
H -3.179 -4.703 2.435
H 1.864 2.982 -0.784
H 0.110 3.239 -1.008
H -3.101 5.226 3.428
H 2.399 -2.737 1.831
H 1.667 5.608 3.449
H 3.544 0.119 2.829
H -2.036 -2.820 -2.154
H 0.167 -5.472 -1.137
H 3.306 2.748 -2.657
H 3.500 4.168 2.572
H 2.261 -3.033 -2.389
H 2.503 1.062 3.930
H -2.876 -6.957 1.476
H -3.047 0.151 0.436
H -1.421 -1.395 -0.034
```

Properties
Spin multiplicity   5
ΔE to the lowest compared entry with this formula, charge and spin   1.7 kcal/mol
HOMO energy (alpha / beta)   -16.017 / -15.973 eV
E_LUMO (alpha / beta)   -8.914 / -10.554 eV
Net charge   +3
HOMO-LUMO gap (alpha / beta)   7.1028 / 5.4187 eV
⟨S²⟩   6.015

No. 3
The following is a DFT calculation (wB97M-V/def2-TZVPD) of a 2-piece molecular cluster, FHNO3S overall.

```
7
Properties=species:S:1:pos:R:3
S 1.174 0.505 -0.242
F -2.242 0.144 0.471
O 0.639 1.816 -0.265
O 1.848 0.062 -1.418
O 1.643 0.092 1.034
N -1.550 -0.891 -0.174
H -1.512 -1.728 0.594
```

Properties
ΔE to the lowest compared entry with this formula, charge and spin   48.8 kcal/mol
HOMO energy (alpha / beta)   -2.735 / -5.217 eV
E_LUMO (alpha / beta)   3.428 / 3.854 eV
Net charge   -1
HOMO-LUMO gap (alpha / beta)   6.1625 / 9.0714 eV